# 1
Molecular formula: C2H4OS2
Method: DFT, ωB97M-V/def2-TZVPD

Computed properties:
- HOMO (alpha / beta) (eV) = -8.11 / -8.11
- E (eV) = -25854.231
- total charge = 0
- multiplicity = 1
- lowest unoccupied orbital energy (alpha / beta) (eV) = -0.40 / -0.40
- energy above the lowest of the compared OMol25 structures with the same formula, charge and spin (kcal/mol) = 52.2
- Kohn-Sham gap (alpha / beta) (eV) = 7.71 / 7.71

Last column: Löwdin charge in e.
Cartesian coordinates (Å):
C: -0.994 1.578 1.633  -0.2505
C: 0.716 -0.892 -1.379  -0.4161
O: -1.698 2.468 1.464  0.0775
S: -1.361 -0.759 0.761  0.1420
S: 0.512 -1.363 0.484  0.2637
H: 0.161 1.484 1.981  0.1141
H: 1.011 -1.886 -1.803  0.0206
H: 1.672 -0.388 -1.187  -0.0130
H: -0.020 -0.243 -1.954  0.0617

# 2
Molecular formula: C3H11NO2S
Method: DFT, ωB97M-V/def2-TZVPD

Computed properties:
- HOMO (eV) = -9.28
- E (eV) = -19707.844
- total charge = 0
- multiplicity = 1
- lowest unoccupied orbital energy (eV) = 0.56
- energy above the lowest of the compared OMol25 structures with the same formula, charge and spin (kcal/mol) = 38.8
- structure (SMILES) = N[C@@H](CO)CS.O
- Kohn-Sham gap (eV) = 9.85

Last column: Löwdin charge in e.
Cartesian coordinates (Å):
N: -0.331 1.240 0.023  0.0354
C: -0.373 0.022 0.899  -0.5424
C: -1.723 -0.787 0.762  -0.1108
O: -2.906 0.217 0.824  -0.0873
C: 0.734 -0.845 0.731  -0.5242
S: 2.252 -0.351 1.783  0.6163
H: -0.523 0.922 -0.934  0.0702
H: 0.655 1.493 -0.095  0.0692
H: -0.327 0.625 1.771  0.1103
H: -1.610 -1.166 -0.322  0.1345
H: -1.822 -1.656 1.476  0.1253
H: -2.384 0.949 1.091  0.0148
H: 0.570 -1.822 1.270  0.0754
H: 1.144 -1.011 -0.334  0.1139
H: 2.852 -1.647 1.917  -0.1058
O: 1.007 1.020 -3.531  -0.0477
H: 0.945 1.963 -3.386  0.0316
H: 1.839 0.835 -3.942  0.0214

Look up the energy above the lowest of the compared OMol25 structures with the same formula, charge and spin of the second one. 38.8 kcal/mol

What is the multiplicity in the second record? 1